(1)
ORCA calculation (wB97M-V/def2-TZVPD) on C18H50BrInO17PS5 as an isolated structure.

## Properties
calculated total energy: -192964.4626 eV
Kohn-Sham gap: 5.4 eV
charge: -1

Geometry (Å):
O  3.0318  -2.0028  -0.7817
P  3.5194  -2.7946  0.6167
O  5.0844  -2.1561  0.8541
In  2.2507  -1.6904  2.5807
C  2.1152  0.4886  2.0153
C  3.0048  1.5293  2.7178
C  4.1562  0.9398  3.5136
Br  5.5352  2.2867  3.8998
H  2.5410  -1.2057  -0.5534
H  5.1640  -1.9797  1.7947
H  0.6837  -2.4323  2.8887
H  3.2952  -1.9745  3.9995
H  1.0748  0.7509  2.2187
H  2.2374  0.5755  0.9349
H  2.3839  2.0784  3.4328
H  3.4080  2.2765  2.0303
H  3.8136  0.5529  4.4684
H  4.6740  0.1391  2.9957
O  0.3143  -6.6595  -0.8890
S  1.4432  -6.5895  -1.7695
O  1.2141  -6.5313  -3.1852
O  2.3851  -7.8476  -1.4591
C  1.7767  -9.1486  -1.4770
C  1.4775  -9.6495  -2.8770
C  2.5571  -5.3266  -1.2734
H  0.8778  -9.1365  -0.8577
H  2.5004  -9.8014  -0.9917
H  0.7141  -9.0432  -3.3604
H  1.1216  -10.6802  -2.8325
H  2.3733  -9.6078  -3.4968
H  2.7467  -5.4096  -0.2109
H  2.0911  -4.3709  -1.5017
H  3.4754  -5.4380  -1.8431
O  -1.2221  -0.7037  0.1126
S  -1.2244  0.0325  -1.1130
O  -0.0407  0.6908  -1.5679
O  -2.4172  1.0870  -1.0490
C  -2.4063  1.9771  0.0929
C  -1.3537  3.0615  -0.0057
C  -1.8594  -0.9740  -2.4034
H  -2.2866  1.3875  1.0035
H  -3.4021  2.4169  0.1161
H  -0.3481  2.6447  0.0237
H  -1.4612  3.7578  0.8260
H  -1.4577  3.6079  -0.9438
H  -2.7746  -1.4475  -2.0633
H  -1.1035  -1.7222  -2.6329
H  -2.0479  -0.3549  -3.2760
O  -5.1983  -1.7254  -2.7554
S  -5.9548  -2.4728  -1.7962
O  -6.6439  -3.6617  -2.1903
O  -6.9772  -1.4835  -1.0843
C  -7.8636  -0.7205  -1.9294
C  -8.9869  -1.5518  -2.5155
C  -4.9543  -2.8240  -0.3940
H  -7.2817  -0.2262  -2.7089
H  -8.2656  0.0542  -1.2798
H  -8.6089  -2.2980  -3.2118
H  -9.6823  -0.9044  -3.0509
H  -9.5248  -2.0782  -1.7272
H  -4.4476  -1.9152  -0.0782
H  -4.2304  -3.5749  -0.7047
H  -5.5878  -3.2168  0.3961
O  -1.9405  5.6685  2.4231
S  -2.0833  6.7298  3.3702
O  -1.2731  7.9014  3.2574
O  -1.9472  6.1235  4.8277
C  -0.7589  5.3402  5.1155
C  0.4845  6.1868  5.2845
C  -3.7710  7.2122  3.4836
H  -0.6280  4.5871  4.3379
H  -0.9928  4.8185  6.0406
H  0.7666  6.6729  4.3525
H  1.3139  5.5566  5.6046
H  0.3195  6.9664  6.0286
H  -4.3854  6.3232  3.5918
H  -4.0092  7.7334  2.5592
H  -3.8858  7.8787  4.3337
O  3.4596  1.5760  -1.0482
S  4.7010  2.1171  -1.4942
O  5.1089  3.4245  -1.0778
O  4.7324  2.0448  -3.0878
C  3.6205  2.6384  -3.7880
C  3.6595  4.1538  -3.7906
C  5.9886  0.9671  -1.1741
H  2.6866  2.2627  -3.3656
H  3.6977  2.2568  -4.8044
H  3.5275  4.5562  -2.7880
H  2.8599  4.5409  -4.4235
H  4.6181  4.5120  -4.1669
H  5.6732  -0.0168  -1.5116
H  6.1395  0.9650  -0.0965
H  6.8889  1.2986  -1.6848

Atoms 1-3, force components in eV/Å:
-0.086 0.083 0.419
0.290 -0.593 -0.115
-0.207 0.053 -0.113

Atom charges from the Mulliken analysis, given in e for atoms 1 to 6:
1. O -0.437
2. P 0.164
3. O -0.568
4. In 0.522
5. C -0.253
6. C -0.337

***

(2)
ORCA calculation (wB97M-V/def2-TZVPD) on C5H8O2 as an isolated structure at a distorted geometry.

## Properties
calculated total energy: -9406.2507 eV
Kohn-Sham gap: 10.5 eV
energy above the lowest of the compared OMol25 structures with the same formula, charge and spin: 3.581 eV

Geometry (Å):
O  -1.9273  0.3777  0.9327
C  -0.6697  0.7588  0.4729
C  0.4750  -0.0173  1.2372
C  0.8059  -0.9131  0.0734
C  1.0728  0.0457  -1.0727
C  -0.4472  0.2070  -0.9604
O  -0.7485  -1.1491  -0.7453
H  -2.0320  -0.5259  0.5746
H  -0.5763  1.8411  0.5405
H  1.2856  0.6721  1.5207
H  0.1141  -0.5183  2.1340
H  0.6146  -1.9434  -0.1167
H  1.6395  0.9600  -0.8575
H  1.4288  -0.4471  -1.9746
H  -1.0354  0.6517  -1.7589

Atoms 1-3, force components in eV/Å:
-0.206 -0.036 -0.036
0.169 0.488 -0.039
-0.337 -0.174 -0.137

Atom charges from the natural (NBO) analysis, given in e for atoms 1 to 6:
1. O -0.710
2. C 0.097
3. C -0.494
4. C 0.099
5. C -0.471
6. C 0.068

***

(3)
ORCA calculation (wB97M-V/def2-TZVPD) on a 12-piece molecular cluster, C36H72BF22N7O18S2 overall at a distorted geometry.

## Properties
calculated total energy: -167903.2721 eV
Kohn-Sham gap: 1.8 eV

Geometry (Å):
C  -2.6907  -0.0314  2.5978
F  -3.6805  0.7679  2.9787
F  -1.5335  0.3693  3.0746
F  -2.9377  -1.2669  3.0266
S  -2.5446  -0.0920  0.7754
O  -3.8915  -0.3709  0.2895
O  -2.1779  1.2149  0.3215
N  -1.3783  -1.3599  0.6635
S  -0.2339  -0.6347  -0.0377
O  -0.3175  -0.2792  -1.4475
O  0.3695  0.3973  0.7831
C  1.1255  -2.0229  -0.0536
F  0.7517  -3.2105  -0.6148
F  2.3154  -1.5646  -0.5739
F  1.3409  -2.3042  1.2030
C  -3.5774  -1.1703  -2.6552
C  -3.8482  -0.2022  -3.7594
O  -3.5634  -0.5692  -4.8944
N  -4.3295  1.2411  -3.5999
H  -3.5335  1.8602  -3.5438
H  -4.9199  1.3740  -4.4086
C  -5.2977  1.5712  -2.4441
H  -4.5029  -1.3135  -2.0975
H  -2.8164  -0.9301  -1.9128
H  -3.2337  -2.1077  -3.0925
H  -6.3043  1.1823  -2.5979
H  -5.3825  2.6569  -2.3969
H  -4.9363  1.4376  -1.4245
C  2.0399  -5.4209  -4.9047
C  1.5356  -4.5314  -3.8208
O  2.1211  -4.5180  -2.7229
N  0.4435  -3.4514  -4.1028
H  0.1132  -3.6455  -5.0373
H  -0.3855  -3.7658  -3.6192
C  0.8979  -1.9646  -4.0379
H  2.7457  -4.8040  -5.4609
H  1.2915  -5.8318  -5.5823
H  2.6323  -6.1662  -4.3739
H  1.6953  -1.8314  -3.3067
H  0.0179  -1.3479  -3.8552
H  1.3068  -1.7901  -5.0331
C  1.0959  5.7944  -2.9993
C  0.6005  5.2468  -1.7218
O  1.1957  5.3870  -0.6644
N  -0.8457  4.7647  -1.6694
H  -1.4620  5.5523  -1.8108
H  -1.1815  4.2591  -2.4767
C  -1.1709  3.8123  -0.5771
H  0.4052  6.3773  -3.6086
H  1.4288  5.0050  -3.6731
H  1.9439  6.4535  -2.8133
H  -0.4888  2.9623  -0.5930
H  -2.1907  3.5172  -0.8243
H  -1.0995  4.3392  0.3744
C  4.5605  3.8166  -0.4466
C  5.6070  3.0307  -1.3491
O  6.2848  3.4648  -2.2044
N  5.9800  1.6860  -0.8166
H  6.9660  1.8227  -0.9873
H  5.7797  1.6087  0.1703
C  5.3890  0.5281  -1.6246
H  5.1369  4.0614  0.4456
H  3.7320  3.1274  -0.2831
H  4.1127  4.6823  -0.9347
H  6.1938  -0.2057  -1.5805
H  5.2356  0.6062  -2.7009
H  4.5132  0.1161  -1.1232
C  -1.7719  3.1294  4.5527
C  -1.7970  2.2946  5.7994
O  -2.8196  1.7088  6.1878
N  -0.5212  2.4318  6.6771
H  0.0376  3.1366  6.2178
H  -0.7189  2.9857  7.4982
C  0.2387  1.1134  6.9141
H  -2.4637  2.6337  3.8717
H  -0.8170  3.3835  4.0925
H  -2.1836  4.1315  4.6730
H  -0.1495  0.4822  7.7134
H  1.2852  1.3449  7.1126
H  0.0316  0.5028  6.0352
C  -1.4240  -3.7430  3.2544
C  -1.9744  -4.4359  1.9702
O  -2.1562  -5.6628  2.0343
N  -2.4996  -3.7346  0.7150
H  -2.1483  -2.8074  0.5224
H  -2.3732  -4.2026  -0.1711
C  -4.0598  -3.4616  0.8019
H  -0.8149  -4.5452  3.6710
H  -2.2007  -3.4320  3.9530
H  -0.8134  -2.9407  2.8403
H  -4.2829  -3.1705  1.8283
H  -4.4764  -4.4628  0.6914
H  -4.4128  -2.7907  0.0187
C  5.4475  0.6173  3.2070
O  6.1952  0.1799  4.2655
O  6.3682  0.9616  2.1802
C  4.2272  -0.3117  2.8893
F  3.7999  -0.4052  1.6038
F  4.6534  -1.5505  3.2194
F  3.0771  -0.1244  3.6693
C  5.5924  0.3469  5.5841
C  4.9830  -0.8078  6.2624
H  4.6850  -0.5001  7.2647
H  4.0699  -1.2538  5.8684
H  5.6009  -1.6999  6.3643
H  5.0137  1.2419  5.8123
H  6.5302  0.5399  6.1052
H  5.0834  1.5970  3.5163
C  6.3182  -3.4915  -0.2772
O  5.5504  -4.6466  0.0059
O  7.4236  -3.5602  0.5870
C  6.4933  -3.3140  -1.8885
F  7.4846  -2.4876  -2.2238
F  6.7114  -4.4604  -2.5490
F  5.4602  -2.7105  -2.4217
C  4.1285  -4.3870  -0.0388
C  3.5904  -4.3968  1.3985
H  2.5006  -4.3953  1.4164
H  3.9112  -5.3537  1.8103
H  3.8749  -3.6027  2.0887
H  3.7026  -5.3326  -0.3740
H  3.6789  -3.6294  -0.6807
H  5.7829  -2.6706  0.1999
C  -1.1696  2.8650  -4.6088
O  0.1823  3.0745  -3.9426
O  -2.1686  3.3029  -3.6884
C  -1.1365  3.3916  -6.1302
F  -0.4897  2.5542  -6.8809
F  -2.3450  3.4707  -6.6861
F  -0.5825  4.6050  -6.1607
C  1.1485  1.9552  -4.0799
C  2.3015  2.1864  -3.1227
H  1.9310  2.1756  -2.0977
H  3.1075  1.4569  -3.2026
H  2.7094  3.1817  -3.2989
H  1.4016  1.7307  -5.1161
H  0.7768  0.9619  -3.8284
H  -1.4014  1.8119  -4.7686
C  -8.9320  2.0809  1.5420
O  -8.1023  1.9906  2.6771
O  -9.9659  2.9438  1.8839
C  -7.9892  2.3932  0.3176
F  -7.1970  1.3740  -0.0101
F  -8.7562  2.8320  -0.7522
F  -7.1414  3.3745  0.5201
C  -7.0275  1.0673  2.7722
C  -6.5630  1.3817  4.2003
H  -7.3322  1.3632  4.9724
H  -5.8888  0.5650  4.4580
H  -6.0874  2.3622  4.2236
H  -6.2649  1.1384  1.9965
H  -7.4818  0.0790  2.7007
H  -9.1858  1.0458  1.3135
B  -1.8865  -4.4981  -2.2691
F  -1.4838  -4.9291  -3.5044
F  -3.2676  -4.5560  -2.1500
F  -1.3463  -5.2222  -1.2422
F  -1.4670  -3.1810  -2.1866

Atoms 1-3, force components in eV/Å:
-0.485 -0.442 -0.548
0.502 -0.055 -0.099
0.453 0.403 0.772

Atom charges from the Mulliken analysis, given in e for atoms 1 to 6:
1. C 0.180
2. F -0.049
3. F -0.202
4. F -0.161
5. S 0.530
6. O -0.626

***

(4)
ORCA calculation (wB97M-V/def2-TZVPD) on one molecule with the formula C6H9N.

## Properties
calculated total energy: -7855.9631 eV
Kohn-Sham gap: 9.2 eV
energy above the lowest of the compared OMol25 structures with the same formula, charge and spin: 2.196 eV

Geometry (Å):
C  -2.4564  -0.1036  -0.2785
C  -1.0239  -0.0779  0.1299
C  -0.1106  0.8936  0.1549
C  1.1973  0.2886  0.5886
C  0.9146  -1.1776  0.8910
C  2.2731  0.3498  -0.5062
N  -0.3696  -1.2762  0.5737
H  -3.0904  -0.5681  0.4847
H  -2.8303  0.9077  -0.4571
H  -2.5793  -0.6815  -1.2006
H  -0.2734  1.9278  -0.1134
H  1.5976  0.7516  1.4993
H  1.9447  -0.2092  -1.3862
H  2.4701  1.3808  -0.8128
H  3.2035  -0.1021  -0.1582
H  -0.8794  -2.1490  0.6397

Atoms 1-3, force components in eV/Å:
-0.090 -0.035 -0.029
0.230 0.348 0.056
-0.192 -0.229 0.033

Atom charges from the natural (NBO) analysis, given in e for atoms 1 to 6:
1. C -0.651
2. C 0.135
3. C -0.230
4. C -0.388
5. C 0.117
6. C -0.580

***

Which of these has the highest calculated total energy? C6H9N